Formula: C45H45F5N10ORbS3Sb2Te
Source: OMol25
Level of theory: wB97M-V/def2-TZVPD

Each line ends with the Mulliken charge.
Geometry (Å):
1 Rb -0.7212 -0.6255 -0.5082  0.60
2 C 2.3914 -1.4260 4.2749  -1.25
3 C 1.9891 -0.9758 3.0309  -0.77
4 N 0.7229 -0.6782 2.7529  0.85
5 C -0.1714 -0.8098 3.7454  0.49
6 C 0.2264 -1.4677 4.9248  -0.55
7 N 1.4862 -1.7496 5.2053  -0.63
8 C -1.4870 -0.1739 3.5893  0.09
9 C -2.2442 0.0658 4.7211  -1.12
10 C -3.4332 0.8216 4.6557  0.67
11 C -3.7282 1.3500 3.3715  -0.93
12 C -2.9268 1.0567 2.2872  0.75
13 N -1.8361 0.2659 2.3569  0.36
14 C -3.1972 1.6836 0.9742  -0.81
15 C -4.3693 2.3947 0.6859  -0.36
16 N -4.5720 3.0217 -0.4618  -0.74
17 C -3.6009 2.9375 -1.3708  -0.57
18 C -2.4453 2.2215 -1.1153  -0.72
19 N -2.2398 1.6057 0.0424  1.23
20 C -4.2510 1.0766 5.8141  1.04
21 C -3.9644 0.5398 7.0925  -0.65
22 C -4.7865 0.8094 8.1628  -0.32
23 N -5.8905 1.5663 8.1112  -0.77
24 C -6.1711 2.0746 6.9050  -0.33
25 C -5.4196 1.8732 5.7687  -0.62
26 H 3.4342 -1.5734 4.5291  0.40
27 H 2.7064 -0.8472 2.2301  1.37
28 H -0.4963 -1.7805 5.6691  0.47
29 H -1.8825 -0.2844 5.6751  0.22
30 H -4.5665 2.0171 3.2479  0.20
31 H -5.1791 2.4678 1.4003  0.46
32 H -3.7669 3.4489 -2.3104  0.42
33 H -1.6502 2.1548 -1.8531  0.51
34 H -3.1027 -0.0924 7.2535  0.31
35 H -4.5583 0.3920 9.1402  0.35
36 H -7.0691 2.6853 6.8599  0.34
37 H -5.7440 2.3357 4.8471  0.28
38 S 5.4339 -0.1330 -3.6009  -0.70
39 Sb 3.2956 0.1179 -4.3398  0.21
40 S 1.7527 -0.1238 -2.3978  0.12
41 S 2.3942 1.8310 -2.7548  -0.48
42 C 2.2460 2.2969 1.6837  -0.74
43 N 0.9394 2.5683 1.0916  0.92
44 C 1.0941 3.6269 0.0966  -0.29
45 N 1.6324 4.8635 0.6897  0.00
46 C 2.9266 4.5388 1.2927  -0.77
47 N 2.8228 3.4956 2.3158  0.09
48 C 1.8825 3.9577 3.3385  -0.67
49 N 0.5578 4.2616 2.7922  0.09
50 C 0.0455 3.0403 2.1449  -0.33
51 C 0.7227 5.2834 1.7561  -0.72
52 H 2.9265 1.9419 0.9058  0.11
53 H 2.1362 1.5242 2.4429  0.08
54 H 0.1159 3.8475 -0.3388  0.14
55 H 1.7665 3.2894 -0.6934  -0.11
56 H 3.3406 5.4417 1.7524  0.36
57 H 3.6018 4.1955 0.5055  0.34
58 H 2.2866 4.8626 3.8036  0.37
59 H 1.7785 3.1826 4.1017  0.32
60 H -0.9368 3.2515 1.7178  0.07
61 H -0.0645 2.2571 2.8975  -0.20
62 H 1.1120 6.1958 2.2193  0.34
63 H -0.2551 5.5015 1.3193  0.35
64 C 1.3465 -4.5283 2.9409  -1.00
65 C 1.7394 -5.5768 1.9365  1.04
66 C 1.7605 -6.9177 2.3067  -0.76
67 C 2.1316 -7.9063 1.4057  -0.67
68 C 2.4649 -7.5582 0.1069  -0.89
69 C 2.4430 -6.2232 -0.2740  -0.15
70 C 2.1089 -5.2230 0.6318  0.18
71 Sb 2.0049 -3.1367 0.0053  -0.15
72 C 3.9804 -2.3814 0.5680  1.25
73 C 4.1479 -1.0615 0.1473  -0.51
74 C 5.2994 -0.3444 0.4285  -0.65
75 C 6.2990 -0.9377 1.1786  -0.87
76 C 6.1389 -2.2433 1.6156  -0.78
77 C 4.9972 -2.9860 1.3189  0.96
78 C 4.9296 -4.4050 1.8221  -1.27
79 C 2.2452 -3.5811 -2.0945  0.76
80 C 1.0470 -3.4576 -2.7990  -1.24
81 C 1.0088 -3.5136 -4.1823  -0.51
82 C 2.1914 -3.7085 -4.8787  -0.83
83 C 3.3794 -3.8912 -4.1842  -0.65
84 C 3.4314 -3.8366 -2.7916  1.20
85 C 4.7438 -4.0590 -2.0990  -1.26
86 H 1.1715 -4.9650 3.9235  0.44
87 H 0.4428 -3.9965 2.6312  0.28
88 H 2.1331 -3.7777 3.0360  -0.13
89 H 1.4847 -7.1958 3.3183  0.37
90 H 2.1466 -8.9441 1.7167  0.35
91 H 2.7451 -8.3228 -0.6078  0.44
92 H 2.6876 -5.9566 -1.2964  0.29
93 H 3.3679 -0.5833 -0.4319  -0.03
94 H 5.4142 0.6611 0.0448  0.58
95 H 7.2055 -0.3929 1.4135  0.34
96 H 6.9292 -2.7104 2.1946  0.34
97 H 5.9149 -4.7379 2.1503  0.47
98 H 4.5752 -5.0876 1.0522  0.19
99 H 4.2473 -4.4932 2.6708  0.15
100 H 0.1179 -3.3037 -2.2587  0.56
101 H 0.0712 -3.3736 -4.7062  0.43
102 H 2.1879 -3.7372 -5.9618  0.38
103 H 4.2997 -4.0677 -4.7303  0.35
104 H 5.3936 -4.6986 -2.6986  0.55
105 H 4.5996 -4.5111 -1.1186  -0.02
106 H 5.2552 -3.1015 -1.9755  0.22
107 F -4.3684 -2.3041 -3.4555  -0.43
108 Te -2.7545 -1.3185 -3.2092  2.29
109 F -3.8050 0.0504 -4.0124  -0.46
110 F -2.2452 -3.0188 -2.4504  -0.51
111 F -3.6173 -0.9513 -1.5268  -0.49
112 F -2.4436 -2.0069 -4.9576  -0.44
113 O -1.2563 -0.4666 -2.9659  -0.89

Its expectation value of S² is 0.77. As for the energy relative to the best compared isomer or geometry (same formula, charge and spin): 6.0 kcal per mole. Its net charge is -2. The calculation puts the LUMO energy (spin up / spin down) at 3.59 / 3.58 eV. The HOMO energy (spin up / spin down) comes out at -0.0324 / -0.1091 hartree. As for the multiplicity: 2.

Formula: C45H45IrN5OPTe
Source: OMol25
Level of theory: wB97M-V/def2-TZVPD

Each line ends with the Mulliken charge.
Geometry (Å):
1 Ir -1.2865 -0.7614 -2.1060  1.29
2 C 2.9198 4.7468 -2.8709  -0.16
3 C 2.8192 4.4140 -1.5251  -1.38
4 C 2.0981 3.2942 -1.1243  0.35
5 C 1.4435 2.5118 -2.0751  -0.15
6 C 1.5919 2.8237 -3.4320  -0.11
7 C 2.3199 3.9367 -3.8269  -0.77
8 P 0.4338 0.9967 -1.7213  -0.74
9 C 0.4929 1.0572 0.0978  1.53
10 C 1.2953 0.0727 0.6661  -1.34
11 C 1.7219 0.1658 1.9917  -0.06
12 C 1.2714 1.2267 2.7635  0.02
13 C 0.3945 2.1588 2.2284  -1.24
14 C 0.0172 2.0923 0.9015  -0.05
15 C -2.3779 2.1305 -1.9876  1.16
16 C -2.0200 3.4530 -2.5813  1.49
17 C -3.1973 4.2375 -2.9829  -1.65
18 C -4.4397 3.8142 -2.6765  -0.78
19 C -4.7069 2.5720 -2.0087  -0.24
20 C -3.7113 1.6947 -1.7226  -1.08
21 H 3.4896 5.6154 -3.1745  0.43
22 H 3.3184 5.0201 -0.7782  0.43
23 H 2.0616 3.0389 -0.0751  0.27
24 H 1.1245 2.1889 -4.1770  0.38
25 H 2.4288 4.1633 -4.8792  0.47
26 H 1.6416 -0.7352 0.0377  0.39
27 H 2.2365 -1.8624 2.2051  0.31
28 H 1.5978 1.3327 3.7906  0.55
29 H 0.0267 2.9610 2.8544  0.48
30 H -0.6384 2.8469 0.4819  0.10
31 H -0.0116 4.0761 -2.4179  -0.05
32 H -3.0327 5.1744 -3.5015  0.42
33 H -5.2885 4.4152 -2.9787  0.42
34 H -5.7352 2.3135 -1.8012  0.55
35 C 6.1419 -0.0454 5.0219  -1.53
36 C 4.9632 -0.3461 4.1759  0.86
37 C 5.0904 -0.4340 2.7771  -1.06
38 C 4.0387 -0.7509 1.9730  0.25
39 C 4.2555 -0.9867 0.5163  -1.57
40 C 2.6683 -0.9049 2.5586  2.21
41 Te -0.8846 -2.6515 1.0936  0.30
42 N -1.8552 -1.4455 -0.2277  -0.67
43 C -2.4923 -0.5682 0.6045  0.55
44 O -2.1514 -0.4805 1.8003  -0.76
45 C -3.7518 -0.0180 0.1104  0.57
46 C -4.0032 0.2664 -1.3141  2.00
47 C -5.3668 -0.0942 -1.7445  -1.08
48 C -6.3665 -0.3169 -0.8585  -0.47
49 C -6.1192 -0.2124 0.5283  -0.55
50 C -4.8198 -0.1025 0.9896  -1.03
51 C -0.4980 -4.3685 -0.1063  0.03
52 C -0.2137 -4.3929 -1.4699  1.45
53 C -0.0897 -3.1417 -2.2881  -1.07
54 C 0.0250 -5.6058 -2.1067  -1.17
55 C 0.0257 -6.8073 -1.4153  0.37
56 C 0.3042 -8.1122 -2.1014  -1.47
57 C -0.2285 -6.7655 -0.0491  -1.04
58 C -0.4878 -5.5770 0.6165  1.07
59 C -0.7535 -5.6174 2.1000  -1.79
60 C 2.6173 -0.9188 4.0479  -0.49
61 C 1.3296 -1.3139 4.6841  -1.42
62 C 3.7203 -0.6267 4.7814  -0.76
63 H 7.0237 0.1735 4.4255  0.38
64 H 6.3570 -0.9048 5.6631  0.39
65 H 5.9333 0.7963 5.6855  0.39
66 H 6.0668 -0.2849 2.3321  0.43
67 H 5.3162 -1.1199 0.3113  0.55
68 H 3.9083 -0.1409 -0.0800  0.27
69 H 3.7200 -1.8784 0.1868  0.30
70 H -3.2014 -0.3243 -1.9364  -0.35
71 H -5.5523 -0.1162 -2.8113  0.42
72 H -7.3611 -0.5591 -1.2089  0.46
73 H -6.9379 -0.3181 1.2271  0.48
74 H -4.5905 -0.2087 2.0421  0.50
75 H 0.6310 -2.4606 -1.8316  -0.17
76 H -1.1013 -2.6650 -2.3937  0.24
77 H 0.2445 -3.3745 -3.2958  0.58
78 H 0.2274 -5.6080 -3.1722  0.31
79 H 0.6311 -7.9625 -3.1283  0.36
80 H -0.5939 -8.7323 -2.1143  0.33
81 H 1.0725 -8.6688 -1.5644  0.37
82 H -0.2260 -7.6923 0.5141  0.41
83 H -0.6222 -6.6275 2.4826  0.40
84 H -1.7733 -5.2979 2.3229  0.35
85 H -0.0683 -4.9611 2.6465  0.28
86 H 0.4743 -1.0906 4.0477  0.19
87 H 1.1935 -0.8329 5.6519  0.47
88 H 1.3442 -2.3948 4.8580  0.36
89 H 3.6680 -0.6384 5.8644  0.51
90 N -2.1648 5.6038 -0.5804  -0.27
91 C -1.0246 5.3021 -1.2020  0.78
92 N 0.0617 6.0418 -0.9576  -0.34
93 N -0.9187 4.2501 -2.0101  0.21
94 C -1.6794 2.1992 -3.4122  -2.07
95 N -1.1598 1.4298 -2.2448  0.84
96 H -2.2535 6.4511 -0.0465  0.23
97 H -3.0123 5.1267 -0.8525  0.21
98 H 0.0132 6.8518 -0.3657  0.22
99 H 0.9575 5.7883 -1.3450  0.06

As for the energy relative to the best compared isomer or geometry (same formula, charge and spin): 239.9 kcal per mole. Its net charge is +2. The calculation puts the LUMO energy (spin up / spin down) at -6.66 / -6.66 eV. The HOMO energy (spin up / spin down) comes out at -0.4112 / -0.4116 hartree. As for the multiplicity: 1.